# 1
Molecular formula: C54H73F6N6O28S2
Method: DFT, wB97M-V/def2-TZVPD

Positions of all 169 atoms, in Å:
S  -0.75674  -1.49233  0.38657
S  0.90003  0.14602  -0.51908
F  -3.44966  -0.80331  0.79367
F  0.35746  1.30349  -2.91959
F  -2.18327  -0.11987  2.39921
F  2.37588  1.80594  -2.12566
F  -2.63762  -2.21189  2.32717
F  0.59306  2.76228  -1.32903
O  0.45364  5.89103  2.66488
O  0.15211  -3.69022  -3.83670
O  1.69111  -2.01696  -4.34714
O  0.30664  -1.83855  1.27516
O  4.37508  -3.52886  1.86163
O  3.67210  5.07205  -2.69468
O  1.35684  1.71799  -6.96884
O  2.01691  -3.61590  -2.81716
O  -6.63133  -1.95763  1.84271
O  -2.45515  -5.81229  0.65817
O  1.47307  5.60210  -2.64765
O  -1.27145  5.56502  1.36387
O  3.55904  1.76476  -7.12969
O  3.71522  -2.36851  3.52801
O  -7.48308  -1.97649  -0.21428
O  -1.63475  6.72761  3.22175
O  1.62143  -0.93142  -1.21365
O  2.31513  3.13500  -8.48949
O  -1.24948  -2.59845  -0.46589
O  -5.35930  -2.97029  8.45295
O  -4.29079  -1.70272  6.95381
O  -7.67415  -0.22832  1.14461
O  2.11486  4.05785  -4.03532
O  1.49655  0.68891  0.70328
O  -4.18059  -4.41746  0.36244
O  -3.23164  -5.20659  -1.37043
O  4.18843  -4.58952  3.81663
O  -3.18981  -3.30259  7.86561
N  0.90835  -1.08289  4.36655
N  -2.50640  2.13604  -0.81464
N  -2.13214  -0.94518  -2.98485
N  -0.58909  0.00263  -0.41439
N  6.23339  2.50726  -0.20378
N  5.57599  -2.57173  -1.71461
C  -0.14731  4.99072  0.69522
C  -3.36160  2.46130  0.23328
C  4.99000  3.11523  1.56364
C  -3.20708  -5.20262  -0.09834
C  4.14667  -3.57024  3.16245
C  1.40819  0.84702  5.41830
C  -0.84973  6.07251  2.48400
C  -4.02890  -4.18947  -1.92505
C  1.04636  0.27578  4.24374
C  3.64107  -1.42157  2.52400
C  -2.32705  -2.84897  6.85309
C  1.33098  -3.05368  -3.72981
C  0.24586  5.04377  -3.16755
C  6.23136  2.73712  1.99343
C  4.69071  -1.58702  -1.74185
C  -4.92570  -4.70300  -3.12556
C  -4.34416  -2.69318  7.78300
C  -0.08668  -4.53961  -2.69806
C  -0.63173  6.22990  -3.63952
C  -2.51470  3.12435  -1.76310
C  -6.81808  -1.13840  2.94289
C  7.00759  2.37273  0.90591
C  -2.08190  -1.23489  -4.31334
C  0.77309  4.15197  -4.26590
C  -3.29746  4.14402  -1.28908
C  -2.56399  -0.41878  5.88351
C  -4.85148  -3.77003  -0.70903
C  1.58846  -4.64726  -0.78407
C  2.53752  4.92494  -3.12060
C  4.25550  0.61555  -5.00704
C  1.86038  0.93101  -5.98088
C  -3.43774  -0.79823  -2.63588
C  -3.89038  3.72994  -0.04387
C  3.35907  0.66690  -6.28927
C  -3.12195  -1.79939  6.15868
C  4.98646  2.96095  0.18927
C  -3.41625  -1.43148  -4.81211
C  5.26593  -0.45883  -1.30223
C  -5.48112  -1.09709  3.77113
C  -2.40430  -1.10844  1.57351
C  -7.29623  0.22046  2.44670
C  4.16748  -2.18326  1.34793
C  0.96973  5.12022  1.65906
C  6.59418  -0.75286  -0.97627
C  1.45788  -0.23900  6.38924
C  2.40931  2.32155  -7.57315
C  1.13315  -1.42502  5.63615
C  1.05810  1.63547  -1.82999
C  1.40510  -4.76378  -2.28027
C  -7.24039  -1.39417  0.80909
C  1.41674  3.78128  2.20140
C  -4.28398  -1.11224  -3.75220
C  4.45153  -0.09894  2.74867
C  6.78907  -2.10897  -1.10610
H  1.34897  -0.03047  -5.93492
H  2.09636  3.89492  3.04597
H  -5.87299  -4.14643  -0.76340
H  4.10346  3.39651  2.11258
H  -3.68888  -0.57566  -1.60934
H  -8.09088  0.63733  3.06543
H  5.47047  -0.29477  3.08260
H  4.46943  0.57873  1.89513
H  -3.29478  -3.45098  -2.24726
H  -1.47325  -2.34550  7.30654
H  1.85325  5.65199  1.30593
H  -0.75053  -4.07180  -1.97104
H  1.92774  -5.60352  -2.73828
H  0.60332  4.59957  -5.24515
H  3.69019  -1.83234  -2.06615
H  5.32420  0.68086  -5.21125
H  -3.44046  5.10276  -1.76527
H  -4.90083  -2.69122  -0.56125
H  -0.53322  -5.48270  -3.01311
H  -1.94572  1.29777  -0.75958
H  0.57961  -1.73246  3.66649
H  -5.68628  -3.95439  -3.34736
H  -6.39843  0.83225  2.53490
H  4.19164  3.00788  -0.54044
H  -0.06986  6.82814  -4.35681
H  -1.82757  -0.50074  5.08409
H  -0.40303  3.94113  0.55006
H  -3.51834  -2.23836  5.24309
H  1.12009  -5.50940  -0.30928
H  -1.30818  -0.74501  -2.43611
H  1.71334  -0.19359  7.43762
H  -4.45355  4.33365  0.65236
H  1.52143  1.91369  5.54390
H  -1.07379  -1.36403  -4.67863
H  0.55362  3.28219  2.64191
H  -2.00297  -3.59302  6.12545
H  -4.33766  -4.71978  -4.04319
H  2.65349  -4.72101  -0.56405
H  -3.37328  0.25179  5.59460
H  -0.92596  6.96842  -2.89379
H  -3.45779  1.75278  1.04269
H  -3.66361  -1.84117  -5.78029
H  1.81834  3.29050  1.31486
H  1.22311  -3.73053  -0.32123
H  4.97024  -1.57112  0.93688
H  5.37814  -3.47517  -2.12050
H  7.60550  -2.80165  -0.96459
H  8.05736  2.12052  0.93347
H  -5.51002  -0.30660  4.52106
H  2.59185  -1.19700  2.33213
H  6.51083  2.11354  -1.09153
H  6.49756  2.82285  3.03659
H  3.91064  1.41857  -4.35563
H  4.09329  -0.36366  -4.55654
H  -5.34776  -2.05546  4.27298
H  7.37396  -0.11464  -0.58766
H  3.46689  -0.20309  -6.93705
H  1.03345  -2.47473  5.86976
H  4.71209  0.46808  -1.28026
H  -0.25382  4.52182  -2.35147
H  -7.52095  -1.49026  3.69805
H  -4.66342  -0.81509  3.10786
H  -2.10103  0.05753  6.74774
H  0.06165  5.47731  -0.25750
H  3.95137  0.47375  3.52968
H  -1.84122  3.08186  -2.60632
H  0.23884  3.20223  -4.24016
H  3.38338  -2.32296  0.60377
H  1.75187  1.33369  -4.97382
H  -5.33444  -5.69225  -2.91960
H  -1.42749  5.95310  -4.33107
H  -5.34493  -1.31386  -3.76349
H  0.83252  0.68843  3.26886

Computed properties:
Orbital gap ... 0.30182 Eh
Charge ... -1
Energy ... -5932.36423 Eh

# 2
Molecular formula: C4H7NO
Method: DFT, wB97M-V/def2-TZVPD

Positions of all 13 atoms, in Å:
O  1.66294  -0.03442  -0.45342
N  -0.27622  1.22717  -0.19129
C  -1.42369  -0.43531  1.22732
C  -0.50560  0.01223  0.11905
C  0.53513  -0.88369  -0.53910
C  1.08611  1.22437  -0.78961
H  -1.21478  0.27036  2.05458
H  0.25359  -0.97485  -1.61891
H  1.04012  1.33741  -1.90010
H  -1.07858  -1.45493  1.51078
H  0.71007  -1.88239  -0.10229
H  -2.51338  -0.40448  1.01324
H  1.72430  1.99853  -0.33023

Computed properties:
Orbital gap ... 0.39886 Eh
Relative energy (zero: lowest compared OMol25 entry of this formula, charge and spin) ... 42.9 kcal/mol
Energy ... -286.56321 Eh
SMILES ... CC1=NCOC1